ORCA calculation (ωB97M-V with the def2-TZVPD basis set) on a structure of composition C3H2Br3N in a non-equilibrium geometry.

Output
LUMO level (spin up / spin down) = -1.4 / -0.9 eV
Total energy = -7892.13491 Eh
Relative energy (zero: lowest compared OMol25 entry of this formula, charge and spin) = 76.8 kcal per mole

```
! wB97M-V def2-TZVPD RIJCOSX def2/J DEFGRID3
* xyz 0 1
C -1.2672 0.8046 0.3621
C -1.9244 0.1064 -0.5775
C 1.7889 -0.5470 0.3915
N -0.6576 1.5703 1.0139
Br 1.7784 1.2133 0.9582
Br 2.1217 -0.6702 -1.4709
Br 2.3932 -1.9478 1.3679
H -2.5564 -0.8639 -0.3499
H -1.6767 0.3343 -1.6953
*
```

Atom charges from the Mulliken analysis, given in e for atoms 1 to 6: 0.663, -0.705, -0.051, -0.457, 0.070, -0.035